A molecular structure, C35H20BrF4NO6PSW. Source: the OMol25 dataset; level of theory: ωB97M-V/def2-TZVPD.

## Properties
* charge: +1
* Kohn-Sham gap: 6.41 eV
* relative energy (zero: lowest compared OMol25 entry of this formula, charge and spin): 11.3 kcal per mole
* E: -5631.8782 Ha
* HOMO energy: -11.5 eV

```
70
Properties=species:S:1:pos:R:3:forces:R:3
W -0.1366 0.5229 1.3016 0.464 -0.295 0.408
F -0.0202 0.9123 -6.2516 0.009 0.027 -0.014
C 0.2587 0.5075 -5.0286 0.001 0.036 0.063
C -0.0657 -0.7665 -4.6234 0.027 -0.021 -0.029
F -0.6414 -1.6058 -5.4681 -0.039 -0.020 -0.001
C 0.2300 -1.1835 -3.3321 -0.010 -0.033 -0.030
F -0.0768 -2.4524 -3.0757 0.040 -0.002 -0.060
C 0.8349 -0.3509 -2.3949 -0.084 0.181 -0.009
P 1.0995 -0.8254 -0.6411 0.171 0.080 0.134
C 0.4802 -2.5031 -0.3761 -0.044 -0.021 -0.078
C -0.8600 -2.8108 -0.6341 0.017 -0.025 0.155
C -1.3416 -4.0767 -0.3672 -0.001 0.022 0.005
C -0.4977 -5.0415 0.1739 -0.034 -0.039 -0.001
C 0.8251 -4.7385 0.4454 0.035 0.003 0.014
C 1.3216 -3.4705 0.1686 -0.030 -0.013 0.041
C 2.8986 -0.9055 -0.4965 -0.001 0.037 0.022
C 3.6118 -0.2084 0.4730 0.102 -0.274 -0.202
C 4.9936 -0.3009 0.5123 0.055 -0.022 -0.020
C 5.6654 -1.0852 -0.4153 0.000 0.029 0.022
C 4.9574 -1.7760 -1.3896 -0.014 0.002 -0.029
C 3.5762 -1.6827 -1.4357 0.044 -0.005 -0.003
C 1.2209 0.9234 -2.8609 -0.016 -0.049 -0.011
Br 2.2894 2.1115 -1.8748 0.171 -0.078 -0.058
C 0.9191 1.3454 -4.1399 -0.047 -0.073 -0.060
F 1.2737 2.5485 -4.5696 0.020 0.025 0.003
H -1.5272 -2.0616 -1.0382 -0.039 0.037 -0.013
H -2.3796 -4.3097 -0.5646 0.024 0.008 0.000
H -0.8820 -6.0299 0.3927 0.016 0.035 -0.003
H 1.4789 -5.4826 0.8808 -0.016 0.016 -0.014
H 2.3552 -3.2418 0.3900 -0.001 -0.003 0.008
H 3.1101 0.4055 1.1930 -0.237 0.240 0.280
H 5.5479 0.2419 1.2661 -0.015 -0.001 -0.002
H 6.7452 -1.1542 -0.3821 -0.028 -0.002 0.002
H 5.4805 -2.3850 -2.1152 -0.015 0.012 0.010
H 3.0265 -2.2212 -2.1984 -0.006 -0.024 -0.024
O -1.8674 -2.8801 2.6099 -0.264 -0.213 0.060
C -1.1192 -2.0212 2.3091 0.249 0.219 -0.104
O -1.4362 -0.9251 1.5751 0.001 -0.025 -0.101
C 0.3616 -1.9523 2.7528 -0.134 0.280 -0.163
O 0.8922 -2.6973 3.4978 0.174 -0.185 0.092
O 0.9270 -0.8482 2.2049 0.002 0.003 -0.001
O 1.2426 4.2101 0.5358 0.261 0.173 0.054
C 0.4802 3.3721 0.1839 -0.385 0.018 0.140
O 0.6202 2.0912 0.6844 -0.183 -0.138 -0.160
C -0.6712 3.5472 -0.7208 -0.025 -0.051 -0.087
C -0.7633 4.8083 -1.3187 0.009 0.001 -0.004
C -1.7662 5.0959 -2.2196 0.015 0.053 -0.009
C -2.7006 4.1162 -2.5357 -0.038 -0.038 -0.019
C -2.6280 2.8656 -1.9507 0.010 0.040 -0.036
C -1.6133 2.5581 -1.0399 0.025 -0.045 0.020
S -1.7337 0.9041 -0.4205 -0.187 0.075 -0.025
H -0.0214 5.5494 -1.0525 -0.017 -0.008 -0.017
H -1.8244 6.0768 -2.6717 -0.002 -0.028 0.009
H -3.4973 4.3282 -3.2380 0.031 -0.005 0.023
H -3.3663 2.1093 -2.1897 0.024 0.031 0.001
C 0.2058 1.5276 3.2675 -0.283 -0.179 -0.095
C -1.2009 1.2555 3.5066 0.201 -0.024 -0.031
C -2.1087 1.8454 2.6141 -0.179 0.074 0.079
C -3.4371 1.4050 2.5554 0.025 0.061 -0.044
C -3.8417 0.3825 3.3789 -0.036 -0.078 0.043
C -2.9498 -0.1874 4.3211 -0.076 -0.009 -0.007
C -1.6550 0.2349 4.3778 0.073 -0.001 0.002
C -5.1941 -0.1016 3.2946 -0.125 -0.059 0.012
N -6.2739 -0.4874 3.2155 0.177 0.062 0.015
H 0.9160 1.0152 3.9013 0.075 -0.054 0.029
H 0.4626 2.5581 3.0666 0.049 0.140 -0.054
H -1.8085 2.7228 2.0550 0.002 0.094 -0.093
H -4.1382 1.8549 1.8662 0.023 0.009 -0.003
H -3.3021 -0.9710 4.9788 -0.019 0.011 -0.021
H -0.9618 -0.2113 5.0806 0.010 0.004 -0.009
```
Forces are in eV/Å.

Here are the Mulliken charges for atoms 1 to 2, given in e:
1. W 2.429
2. F -0.277

=====

A single C5H10S molecule in a non-equilibrium geometry. Source: the OMol25 dataset; level of theory: ωB97M-V/def2-TZVPD.

## Properties
* structure (SMILES): C=C[C@@H](C)SC
* Kohn-Sham gap: 9.27 eV
* relative energy (zero: lowest compared OMol25 entry of this formula, charge and spin): 33.0 kcal per mole
* E: -594.6425 Ha
* HOMO energy: -8.3 eV

```
16
Properties=species:S:1:pos:R:3:forces:R:3
C -1.3248 -1.9777 -0.8581 -0.477 -0.542 0.385
C 0.4077 0.0072 0.0695 1.471 0.054 1.746
C -0.2179 -0.2187 1.4742 -2.124 0.353 -1.680
C 0.4756 1.4544 -0.2479 1.917 2.152 -0.230
C 1.6033 2.1756 -0.4772 0.535 -0.958 0.221
H -1.4600 -2.5018 -1.8113 -0.390 -0.115 0.431
H -2.2669 -1.6095 -0.4257 0.137 -0.725 -0.155
H -0.7860 -2.6308 -0.1579 -0.209 0.130 -0.256
H 1.4412 -0.3906 0.0402 -0.376 0.134 0.357
H 0.4546 0.2862 2.1436 -0.114 -0.001 0.731
H -0.4423 -1.2677 1.7244 0.676 0.319 -0.040
H -1.2693 0.2534 1.4356 1.619 -0.283 0.388
H -0.4753 1.9665 -0.4018 0.067 -0.142 0.303
H 1.5827 3.2423 -0.7114 -0.332 -0.339 0.006
H 2.6788 1.7772 -0.4608 -1.863 0.187 0.158
S -0.4014 -0.5661 -1.3353 -0.537 -0.223 -2.365
```
Forces are in eV/Å.

Here are the Mulliken charges for atoms 1 to 2, given in e:
1. C -0.842
2. C 0.394

=====

A molecular structure, C11H11ClN2O2Pt in a non-equilibrium geometry. Source: the OMol25 dataset; level of theory: ωB97M-V/def2-TZVPD.

## Properties
* charge: +2
* Kohn-Sham gap (spin up / spin down): 7.85 / 4.92 eV
* spin multiplicity: 5
* E: -1264.4170 Ha
* HOMO energy (spin up / spin down): -15.0 / -16.9 eV

```
28
Properties=species:S:1:pos:R:3:forces:R:3
Cl -2.1578 3.3320 -2.0139 0.009 0.064 -0.131
C -0.8563 -1.9327 -1.0663 -0.632 0.086 -1.140
C 0.5666 -2.1112 -0.9004 0.869 -0.124 -0.917
C 1.2287 -1.1034 -1.6725 0.231 -1.129 -0.142
H 1.0567 -2.9030 -0.3219 -0.163 0.444 -0.325
C 0.2359 -0.2947 -2.3477 -0.015 -1.236 -1.734
C -1.0571 -0.8102 -1.9426 -0.306 -0.852 -0.150
H -1.9978 -0.3901 -2.2957 0.165 -0.313 0.162
H -1.6453 -2.5618 -0.6395 0.327 0.354 -0.261
H 2.3030 -0.9587 -1.7888 -0.317 -0.166 0.134
C 0.4851 0.8037 -3.3297 -0.072 0.048 1.059
Pt -0.0254 0.0794 -0.1206 -0.002 1.632 1.721
C 1.5292 0.9248 0.6794 4.664 1.669 3.132
O 2.3735 1.3606 1.3236 -2.569 -1.058 -1.924
C -1.4218 1.3460 0.3479 -4.671 2.760 2.342
O -2.2373 1.9530 0.8815 2.511 -1.641 -1.432
H 1.4407 1.2956 -3.1190 -0.052 -0.117 -0.177
H -0.3204 1.5468 -3.2758 0.104 -0.207 -0.242
H 0.5309 0.3895 -4.3451 -0.052 -0.030 0.014
N -0.5188 -2.1105 2.2211 -0.053 -0.043 0.352
C -0.7130 -2.2995 3.5432 0.100 0.842 -0.147
C -0.6712 -1.0526 4.1566 0.143 0.050 -0.980
C -0.4405 -0.1292 3.1153 -0.145 -1.507 -0.167
N -0.3555 -0.8052 1.9514 -0.002 0.275 0.053
H -0.5000 -2.8258 1.4997 0.008 0.396 0.316
H -0.8616 -3.2879 3.9206 -0.064 -0.279 0.261
H -0.7875 -0.8124 5.1919 -0.038 -0.067 0.276
H -0.3426 0.9397 3.1457 0.020 0.149 0.045
```
Forces are in eV/Å.

Here are the Mulliken charges for atoms 1 to 2, given in e:
1. Cl 0.017
2. C -0.188

=====

2 unconnected molecules or ions with the total composition C5H9N in a non-equilibrium geometry. Source: the OMol25 dataset; level of theory: ωB97M-V/def2-TZVPD.

## Properties
* Kohn-Sham gap (spin up / spin down): 8.50 / 8.50 eV
* relative energy (zero: lowest compared OMol25 entry of this formula, charge and spin): 117.1 kcal per mole
* E: -250.4803 Ha
* HOMO energy (spin up / spin down): -7.9 / -7.9 eV

```
15
Properties=species:S:1:pos:R:3:forces:R:3
C 1.4206 1.3293 0.1516 1.271 -2.404 -0.730
C 1.1762 0.0089 0.0469 -2.708 2.039 1.213
C -1.1795 -0.4090 0.0605 1.516 1.300 -1.282
C 1.8815 -1.2341 -0.0250 0.150 -2.282 1.642
C -1.8744 0.9188 -0.0513 3.144 0.096 -1.995
N -1.7626 -1.4836 -0.0055 1.492 -1.753 0.443
H 2.4636 1.8117 0.1372 -1.783 -0.770 0.073
H 0.5083 1.8377 0.0236 -0.472 1.594 0.233
H 1.3231 -1.7500 -0.8323 0.831 -0.545 0.539
H 2.9407 -1.0983 -0.2476 0.042 0.019 -0.350
H 1.8875 -1.8727 1.0034 -0.485 1.442 -2.449
H -1.4484 1.6036 -0.8603 -0.571 -1.050 1.078
H -2.8488 0.6562 -0.2324 -2.588 0.006 -0.438
H -1.7205 1.3386 0.8755 -0.053 1.579 2.078
H -2.7672 -1.6571 -0.0443 0.216 0.730 -0.056
```
Forces are in eV/Å.

Here are the Mulliken charges for atoms 1 to 2, given in e:
1. C -0.612
2. C 0.413